1.
Formula: C8H16N3
Source: the Open Molecules 2025 dataset
Level of theory: ωB97M-V with the def2-TZVPD basis set

Each line ends with the Mulliken charge.
CARTESIAN COORDINATES (ANGSTROEM)
C (-2.65, 0.68, 0.55)  -1.44
C (-1.36, 0.04, 0.04)  1.51
C (-1.83, -1.05, -0.90)  -1.64
C (-0.34, 0.94, -0.85)  -1.22
N (0.65, 1.33, 0.10)  0.03
C (2.08, 1.17, -0.29)  -0.51
C (2.53, -0.32, -0.13)  -0.77
N (1.34, -1.26, -0.12)  0.01
C (0.63, -1.00, 1.18)  -0.67
C (0.36, 0.77, 1.34)  -0.48
N (-0.60, -0.26, 1.20)  -0.15
H (-3.03, 1.46, -0.11)  0.32
H (-2.28, 1.32, 1.42)  0.36
H (-3.32, -0.07, 0.72)  0.44
H (-2.44, -0.66, -1.81)  0.32
H (-2.47, -1.75, -0.31)  0.46
H (-1.15, -1.77, -1.22)  0.40
H (-0.07, 0.50, -1.80)  0.40
H (-1.01, 1.69, -1.29)  0.49
H (2.80, 1.60, 0.41)  0.35
H (2.11, 1.40, -1.37)  0.40
H (3.25, -0.73, -0.99)  0.37
H (2.95, -0.62, 0.73)  0.51
H (0.82, -0.95, -0.87)  0.34
H (1.77, -2.15, -0.06)  0.34
H (0.70, -1.51, 2.09)  0.51
H (0.58, 1.19, 2.33)  0.29

Highest occupied orbital energy (eV): -12.5
SMILES: CC1(C)CN2CC[NH2+][C@H]3[C@@H]2N31
Charge: +1
Energy relative to the best compared isomer or geometry (same formula, charge and spin) (kcal/mol): 107.4



2.
Formula: C6H8S2
Source: the Open Molecules 2025 dataset
Level of theory: ωB97M-V with the def2-TZVPD basis set

Each line ends with the Mulliken charge.
CARTESIAN COORDINATES (ANGSTROEM)
C (0.41, 1.20, -0.25)  -0.25
C (-0.23, 0.68, 0.76)  -0.05
C (-0.66, 1.62, 2.56)  0.20
C (0.75, 0.03, -1.21)  -0.77
C (-0.19, -0.79, 0.88)  -0.51
C (-0.15, -1.10, -0.65)  -0.80
S (-0.77, 1.05, 4.06)  -0.19
S (-1.17, 3.02, 1.70)  -0.17
H (0.66, 2.19, -0.63)  0.35
H (0.69, 0.46, -2.14)  0.48
H (1.75, -0.21, -1.02)  0.28
H (0.68, -1.15, 1.40)  0.30
H (-1.12, -1.15, 1.33)  0.30
H (-1.01, -1.04, -1.19)  0.36
H (0.29, -2.07, -0.80)  0.34
H (-1.92, 3.62, 2.61)  0.14

Highest occupied orbital energy (eV): -8.3
Charge: 0
Energy relative to the best compared isomer or geometry (same formula, charge and spin) (kcal/mol): 86.0



What did the first record say?
Formula: C8H16N3
Source: the Open Molecules 2025 dataset
Level of theory: ωB97M-V with the def2-TZVPD basis set

Each line ends with the Mulliken charge.
CARTESIAN COORDINATES (ANGSTROEM)
C (-2.65, 0.68, 0.55)  -1.44
C (-1.36, 0.04, 0.04)  1.51
C (-1.83, -1.05, -0.90)  -1.64
C (-0.34, 0.94, -0.85)  -1.22
N (0.65, 1.33, 0.10)  0.03
C (2.08, 1.17, -0.29)  -0.51
C (2.53, -0.32, -0.13)  -0.77
N (1.34, -1.26, -0.12)  0.01
C (0.63, -1.00, 1.18)  -0.67
C (0.36, 0.77, 1.34)  -0.48
N (-0.60, -0.26, 1.20)  -0.15
H (-3.03, 1.46, -0.11)  0.32
H (-2.28, 1.32, 1.42)  0.36
H (-3.32, -0.07, 0.72)  0.44
H (-2.44, -0.66, -1.81)  0.32
H (-2.47, -1.75, -0.31)  0.46
H (-1.15, -1.77, -1.22)  0.40
H (-0.07, 0.50, -1.80)  0.40
H (-1.01, 1.69, -1.29)  0.49
H (2.80, 1.60, 0.41)  0.35
H (2.11, 1.40, -1.37)  0.40
H (3.25, -0.73, -0.99)  0.37
H (2.95, -0.62, 0.73)  0.51
H (0.82, -0.95, -0.87)  0.34
H (1.77, -2.15, -0.06)  0.34
H (0.70, -1.51, 2.09)  0.51
H (0.58, 1.19, 2.33)  0.29

Highest occupied orbital energy (eV): -12.5
SMILES: CC1(C)CN2CC[NH2+][C@H]3[C@@H]2N31
Charge: +1
Energy relative to the best compared isomer or geometry (same formula, charge and spin) (kcal/mol): 107.4



> The lowest highest occupied orbital energy belongs to which entry?

C8H16N3



> charge of number 2 (C6H8S2)?

0



> What is the formula in the second record?

C6H8S2